# C15H20FeN3O3

C15H20FeN3O3 as an isolated structure (the ωB97M-V functional and the def2-TZVPD basis, OMol25).

```
42
Properties=species:S:1:pos:R:3:forces:R:3
O 4.54598 4.93190 1.90183 -2.66 -0.24 -1.17
C 3.55391 4.47857 1.49519 5.31 1.97 2.07
Fe 2.46848 3.17334 1.15460 -2.44 -1.21 -1.84
C 3.58724 1.84630 0.81378 2.71 -2.65 0.55
O 4.25947 0.89695 0.81450 -1.68 2.18 -0.37
C 2.38472 2.57221 2.80286 0.79 -1.67 4.10
O 2.60026 2.11931 3.85657 -0.87 1.22 -2.68
C -0.69385 1.10330 0.30301 -0.23 4.26 2.17
C -1.19068 2.03523 1.19871 -1.00 -2.21 -0.46
C -0.64157 3.26056 1.57775 0.36 1.13 0.87
C 0.43800 3.98354 1.01635 -0.76 0.61 -0.35
C 1.05655 3.69903 -0.24167 -0.53 0.52 0.12
C 1.30168 2.35494 -0.63665 -1.10 -0.97 -1.20
C 0.43542 1.23418 -0.45582 3.18 -0.30 -2.11
H -1.21024 -0.07107 0.35149 -0.34 -1.00 0.24
H -2.11712 1.75836 1.72145 0.36 0.12 -0.11
H -1.13477 3.74603 2.42884 0.23 -0.24 -0.35
H 0.58189 4.99593 1.43415 -0.28 -0.48 -0.43
H 1.38025 4.52869 -0.88655 0.33 -0.47 0.57
H 2.06778 2.20543 -1.41763 -0.59 0.09 0.35
H 0.76491 0.35893 -1.03040 -0.10 0.23 0.17
C 0.34710 -3.84000 -0.66626 0.27 -0.41 -0.29
N -0.12777 -2.55733 -0.17063 -0.97 0.46 -0.07
C 0.65327 -1.96812 0.90738 0.42 0.39 0.17
C -1.33967 -2.06598 -0.48873 0.50 -0.76 -0.34
N -1.83544 -0.99186 0.13956 -1.07 -1.13 -0.02
N -2.12316 -2.73105 -1.40138 0.29 0.54 0.33
C -1.58627 -3.07081 -2.71890 0.16 -0.47 -0.40
C -3.56000 -2.47492 -1.40557 -0.05 0.02 0.10
H -0.47236 -4.56801 -0.72981 0.21 0.27 -0.06
H 0.84610 -3.73594 -1.64136 -0.18 -0.17 0.35
H 1.08894 -4.20392 0.05078 -0.23 -0.03 -0.25
H 0.00897 -1.48780 1.64437 -0.01 -0.05 -0.09
H 1.20985 -2.77195 1.39364 -0.14 0.22 0.00
H 1.37574 -1.23376 0.53178 -0.13 -0.12 0.10
H -2.74744 -0.73174 -0.22388 0.33 0.33 0.10
H -0.54735 -2.73896 -2.83944 -0.41 -0.08 0.06
H -1.64424 -4.15837 -2.86207 0.12 0.28 -0.15
H -2.18942 -2.58906 -3.50496 0.19 -0.06 0.34
H -3.91535 -2.36781 -0.37737 -0.09 -0.16 -0.19
H -3.83462 -1.57797 -1.98503 0.10 -0.20 0.07
H -4.04517 -3.34633 -1.85446 0.00 0.21 0.10
```
Forces are in eV/Å.

Results
LUMO energy (alpha / beta)   -2.8 / -5.3 eV
Expectation value of S²   6.065
Spin multiplicity   5
Charge   +1


# C15H20FeNO4

C15H20FeNO4 as an isolated structure (the ωB97M-V functional and the def2-TZVPD basis, OMol25).

```
41
Properties=species:S:1:pos:R:3:forces:R:3
Fe 0.35645 0.01401 0.98936 1.09 -0.94 -1.47
C 0.74291 -1.91265 2.27560 -0.95 -0.48 -0.41
C -0.68911 -1.76437 2.20191 0.48 -1.73 -0.96
C -1.09516 -2.07480 0.86101 0.81 -0.36 1.10
H -1.35314 -1.55001 3.03032 0.31 0.12 -0.40
C 0.07095 -2.43145 0.11868 0.51 -0.12 0.82
C 1.20987 -2.30723 0.97697 -1.10 -0.48 0.17
H 2.23917 -2.54483 0.70957 -0.32 0.21 0.04
H 1.34147 -1.81693 3.17972 -0.16 0.18 -0.30
H -2.12925 -2.15261 0.53714 0.25 0.16 -0.09
H 0.08617 -2.85766 -0.87857 0.09 0.37 0.19
C 1.73207 1.78350 1.85288 1.50 -0.06 -1.20
C 2.52397 0.59343 1.64903 -0.07 1.22 -0.39
C 2.63843 0.37764 0.23083 -0.06 1.06 0.16
H 3.01999 0.02337 2.43592 -0.37 0.05 -0.31
C 1.94329 1.44249 -0.42864 0.67 -0.22 0.78
C 1.37801 2.29752 0.56074 0.72 -0.54 0.61
H 0.86289 3.23632 0.38061 -0.12 -0.30 0.00
H 1.51975 2.26337 2.80325 -0.11 -0.37 -0.36
H 3.22420 -0.39620 -0.26705 -0.35 0.17 0.21
H 1.97728 1.64811 -1.49200 -0.21 -0.23 0.32
O -0.86111 0.36223 -0.87990 -2.11 0.45 0.61
C -0.92609 0.23282 -2.31375 -0.13 -0.12 -0.99
C -2.45916 0.42788 -2.35385 0.54 0.05 0.11
C -0.49118 -1.12706 -2.79440 0.32 -0.19 -0.38
C -0.18451 1.35800 -2.99677 0.23 0.06 -0.41
C -2.35304 0.59863 -0.85339 0.98 0.01 0.55
H -3.02008 -0.46233 -2.63024 0.00 0.11 -0.27
H -2.77342 1.31314 -2.90452 -0.13 -0.15 -0.04
H -2.55512 1.61295 -0.48151 0.00 -0.45 0.14
H -2.85176 -0.19588 -0.28210 0.23 0.50 0.12
H -0.68537 -1.20294 -3.87290 0.00 0.09 0.18
H -1.05133 -1.91790 -2.28688 0.09 0.16 -0.12
H 0.58893 -1.27679 -2.63318 -0.31 -0.01 0.04
H -0.47256 1.41779 -4.05378 -0.11 -0.04 0.20
H 0.89546 1.18921 -2.96867 -0.17 0.04 -0.04
H -0.40808 2.31262 -2.50957 0.02 -0.09 -0.09
O -0.86591 -0.08355 4.51574 0.40 1.20 0.10
N -0.48869 0.87520 3.83403 -0.13 -0.51 -3.16
O -0.02590 1.92938 4.27077 -0.55 -0.80 0.31
O -0.61127 0.76561 2.46759 -1.77 1.97 4.62
```
Forces are in eV/Å.

Results
LUMO energy (alpha / beta)   5.5 / 5.5 eV
Expectation value of S²   8.769
Spin multiplicity   6
Charge   -2


# C15H20IMoO

C15H20IMoO as an isolated structure (the ωB97M-V functional and the def2-TZVPD basis, OMol25).

```
38
Properties=species:S:1:pos:R:3:forces:R:3
Mo -0.14117 0.07222 0.51228 -0.45 2.17 -1.62
C 1.97442 0.21406 1.58764 0.11 0.33 -0.51
C 2.35326 -0.65943 0.50287 0.98 1.29 -0.12
C 2.30393 0.08667 -0.71406 -0.26 0.15 1.27
H 2.72106 -1.67290 0.62283 -0.31 0.18 -0.10
C 1.82898 1.40456 -0.41694 0.97 0.09 0.73
C 1.63956 1.50021 1.01831 0.91 -0.92 -0.90
H 1.43656 2.40486 1.58440 -0.15 -0.25 -0.19
H 2.07282 -0.00290 2.64827 -0.18 -0.01 -0.32
H 2.68897 -0.24851 -1.67561 -0.47 -0.05 0.20
H 1.77700 2.24905 -1.11064 -0.21 -0.47 0.21
C -2.27398 0.12107 1.18539 -0.42 0.94 -0.54
C -1.59478 1.32287 1.57728 -0.51 -0.04 0.07
C -1.23319 2.03419 0.36875 -0.72 -0.23 0.10
H -1.47131 1.68432 2.59243 -0.09 -0.10 -0.15
C -1.69489 1.27019 -0.75921 0.15 -0.45 0.83
C -2.30082 0.06364 -0.25486 -0.46 1.10 0.56
H -2.80861 -0.69170 -0.84644 0.37 0.04 0.12
H -2.79544 -0.54886 1.85822 0.43 -0.13 -0.12
H -0.79315 3.02168 0.33077 0.10 -0.12 -0.05
H -1.71403 1.61290 -1.78957 0.29 -0.24 0.18
O -0.13671 -1.12012 -2.16108 0.37 -0.66 -1.03
C -0.22377 -0.71057 -3.56476 -0.10 0.01 0.55
C 0.47627 -2.00344 -4.02972 -0.15 0.23 0.26
C 0.54704 0.56872 -3.78540 0.09 0.36 -0.16
C -1.68245 -0.60186 -3.97017 -0.20 0.14 -0.21
C 0.46258 -2.39200 -2.55882 -0.37 0.32 0.86
H 1.47624 -1.84238 -4.43016 -0.09 -0.08 -0.20
H -0.14052 -2.63448 -4.66130 0.12 -0.07 -0.26
H -0.21990 -3.20085 -2.27607 0.32 -0.07 -0.07
H 1.43700 -2.51441 -2.07829 -0.13 -0.14 0.01
H 0.53542 0.83686 -4.84853 0.01 -0.04 0.01
H 1.59036 0.45656 -3.46529 -0.29 0.04 -0.04
H 0.09513 1.40182 -3.22654 0.17 -0.32 -0.04
H -1.78356 -0.76525 -5.04906 -0.05 0.04 0.05
H -2.07846 0.39445 -3.74320 0.01 -0.17 0.04
H -2.29400 -1.34210 -3.43721 0.24 0.11 -0.16
I -0.33205 -2.40136 1.18560 -0.02 -3.00 0.74
```
Forces are in eV/Å.

Results
LUMO energy (alpha / beta)   3.0 / 2.9 eV
Expectation value of S²   2.017
Spin multiplicity   3
Charge   -1


# C15H20N2O4

One molecule with the formula C15H20N2O4 (the ωB97M-V functional and the def2-TZVPD basis, OMol25).

```
41
Properties=species:S:1:pos:R:3:forces:R:3
C -5.99455 -2.84290 0.86712 0.12 0.18 0.13
H -6.40120 -2.94381 -0.13616 -0.07 -0.06 -0.11
H -6.81860 -2.87314 1.57588 -0.09 -0.09 0.03
H -5.34649 -3.69226 1.06572 0.01 -0.15 0.00
C -5.23680 -1.52804 1.00175 -0.05 -0.12 -0.33
H -5.93913 -0.69974 0.88478 0.06 0.04 0.05
H -4.79685 -1.45720 1.99994 0.03 0.10 0.05
C -4.13256 -1.36516 -0.05015 -0.11 -0.06 0.07
N -3.62899 -0.00594 -0.01811 0.10 -0.17 0.42
C -3.75003 0.85976 -1.03556 0.38 0.39 0.34
O -4.32591 0.62633 -2.07613 -0.19 0.08 -0.40
C -3.10167 2.22753 -0.77559 -0.08 -0.11 -0.51
H -2.59565 2.54409 -1.69280 -0.08 -0.06 0.13
H -3.88755 2.94828 -0.53550 0.08 -0.09 -0.03
O -2.21416 2.25397 0.32399 0.46 0.10 0.86
N -0.99633 1.68594 -0.01261 -0.03 -0.21 -0.70
C -0.12975 1.64820 0.91422 -1.00 0.50 0.41
C 1.18091 1.07788 0.67500 0.74 -0.36 -0.26
C 1.51283 0.52484 -0.56586 -0.10 0.10 0.17
C 2.76448 -0.00943 -0.78095 0.15 -0.02 0.11
C 3.71139 -0.00245 0.24331 -0.32 0.16 0.13
C 3.38482 0.54468 1.48283 0.27 -0.18 -0.21
C 2.13216 1.07915 1.69756 -0.31 0.05 -0.20
H 1.88336 1.50458 2.65904 -0.03 0.04 0.09
H 4.13190 0.53985 2.26209 0.05 0.00 0.05
C 5.07256 -0.56118 0.06172 0.35 -0.09 0.12
O 5.91783 -0.58608 0.92315 -0.09 0.00 -0.11
O 5.27274 -1.04222 -1.17461 -0.41 0.14 -0.03
C 6.55779 -1.59080 -1.42264 0.41 -0.12 0.10
H 6.54989 -1.93002 -2.45524 -0.02 0.02 0.05
H 6.75168 -2.42504 -0.74509 0.00 0.06 -0.08
H 7.32940 -0.83265 -1.27290 -0.05 -0.08 -0.03
H 3.02244 -0.43488 -1.73786 -0.01 -0.02 -0.07
H 0.76823 0.52907 -1.34593 -0.03 -0.03 -0.11
H -0.33375 2.04193 1.91198 -0.14 0.03 -0.06
H -3.14061 0.28895 0.81414 0.02 0.10 -0.15
C -2.97365 -2.33663 0.15574 -0.22 0.11 -0.19
H -2.18622 -2.13343 -0.56614 0.07 -0.02 -0.05
H -2.56192 -2.23121 1.15817 0.07 -0.01 0.13
H -3.30643 -3.36101 0.02126 0.01 -0.16 0.04
H -4.55924 -1.49813 -1.04988 0.03 0.00 0.15
```
Forces are in eV/Å.

Results
LUMO energy   -0.3 eV
Structure (SMILES)   CC[C@H](C)NC(=O)CO/N=C/c1ccc(C(=O)OC)cc1
Relative energy (zero: lowest compared OMol25 entry of this formula, charge and spin)   61.4 kcal/mol


# C15H20N2O4

One molecule with the formula C15H20N2O4 (the ωB97M-V functional and the def2-TZVPD basis, OMol25).

```
41
Properties=species:S:1:pos:R:3:forces:R:3
C -1.55019 1.03409 -2.21375 0.06 0.02 0.05
C -0.77649 -0.24485 -2.29844 0.06 -0.09 -0.17
C 0.02678 -0.52470 -3.38963 -0.09 0.02 0.11
C 0.78946 -1.68668 -3.44277 -0.01 -0.07 0.14
C 0.74435 -2.56696 -2.37751 -0.03 -0.02 0.15
C -0.05981 -2.29672 -1.27359 -0.04 0.06 -0.20
C -0.82738 -1.14512 -1.23964 -0.05 -0.27 0.17
H -1.45781 -0.91410 -0.39439 -0.08 0.04 0.08
O 0.00542 -3.22472 -0.25363 0.21 0.12 -0.21
C -0.85036 -3.06219 0.84590 -0.34 -0.05 0.16
C -0.56835 -1.82603 1.69778 0.15 -0.07 -0.02
O -1.38024 -1.34815 2.46024 -0.21 0.00 0.02
N 0.70415 -1.36429 1.59217 0.61 0.43 -0.21
N 1.04911 -0.15517 2.18596 -0.35 -0.64 0.53
C 1.14703 0.99032 1.46895 0.04 0.09 0.17
O 1.21532 1.03049 0.26055 -0.03 0.04 -0.21
C 1.22363 2.23794 2.36390 0.13 0.22 -0.41
C 0.25850 3.29859 1.83057 0.06 -0.12 0.06
H 0.21465 3.28071 0.74439 0.03 0.05 0.00
C -1.04025 2.86259 2.50507 0.14 -0.08 0.13
H -1.76358 3.66814 2.60214 -0.06 -0.01 -0.01
C -0.54401 2.36635 3.86462 -0.49 0.17 0.19
H -1.12673 1.52042 4.23933 0.05 0.07 -0.02
H -0.55861 3.16673 4.61352 -0.02 -0.09 -0.06
O 0.81269 1.95558 3.68896 0.22 -0.11 0.00
H -1.49510 2.04189 1.94893 -0.05 0.00 -0.02
H 0.55882 4.29037 2.16882 0.05 -0.01 0.00
H 2.26519 2.57593 2.38934 -0.12 -0.06 -0.04
H 0.82889 -0.07241 3.17399 0.10 -0.06 -0.29
H 1.29193 -1.64898 0.81834 -0.12 0.04 0.18
H -1.90587 -3.03655 0.54504 0.16 0.09 0.08
H -0.69471 -3.94771 1.47096 -0.07 0.16 -0.05
H 1.32969 -3.47342 -2.37589 0.08 -0.13 -0.03
C 1.65365 -1.96390 -4.63549 -0.01 0.01 0.01
H 1.05467 -1.96851 -5.54500 0.02 -0.02 -0.09
H 2.41008 -1.18707 -4.73966 0.08 0.01 -0.06
H 2.15267 -2.92462 -4.54126 0.06 -0.06 -0.05
H 0.07083 0.17386 -4.21257 -0.01 0.11 -0.11
H -0.99692 1.73859 -1.59245 -0.01 0.11 0.05
H -1.68652 1.47703 -3.19691 -0.04 0.06 -0.05
H -2.52458 0.87328 -1.75690 -0.08 0.03 0.01
```
Forces are in eV/Å.

Results
LUMO energy   0.8 eV
Structure (SMILES)   Cc1cc(C)cc(OCC(=O)NNC(=O)[C@H]2CCCO2)c1
Relative energy (zero: lowest compared OMol25 entry of this formula, charge and spin)   46.5 kcal/mol


# C15H20N2O5

One molecule with the formula C15H20N2O5 (the ωB97M-V functional and the def2-TZVPD basis, OMol25).

```
42
Properties=species:S:1:pos:R:3:forces:R:3
C 4.83790 1.80881 -0.94526 0.04 0.25 -0.06
H 5.81705 1.84971 -1.41955 -0.08 0.05 0.03
O 4.61962 0.45216 -0.64226 -0.17 -0.31 0.15
C 3.45755 0.09315 -0.03286 -0.07 -0.26 0.04
C 3.31666 -1.26066 0.26386 0.17 0.07 -0.12
C 2.15316 -1.71168 0.85190 0.09 0.35 0.06
C 1.10607 -0.85477 1.16211 -0.13 0.13 0.16
C 1.27990 0.51558 0.91808 0.10 -0.33 0.10
C 2.44117 0.97794 0.30733 0.07 0.40 -0.09
H 2.55107 2.02966 0.10598 0.02 0.11 -0.03
O 0.27642 1.33924 1.32908 0.19 -0.41 0.06
C 0.31925 2.70832 0.99659 -0.01 0.32 -0.12
H 0.34086 2.85005 -0.08778 0.01 -0.02 0.05
H -0.60276 3.13168 1.39204 0.07 0.02 -0.04
H 1.17392 3.21028 1.45999 -0.02 -0.04 0.00
C -0.18946 -1.39633 1.72474 0.05 0.16 0.04
N -1.26781 -1.61351 0.76790 -0.14 -0.02 0.11
C -1.08839 -2.67837 -0.18810 0.10 -0.01 -0.26
C -0.13935 -2.32895 -1.34613 0.07 -0.40 0.25
N -0.34585 -0.96172 -1.77188 0.20 -0.09 -0.34
C -1.03705 -0.01754 -1.13152 0.03 -0.07 0.21
O -1.13125 1.12042 -1.59105 -0.07 0.44 -0.09
C -1.77311 -0.41155 0.13952 -0.26 0.00 0.16
C -3.27895 -0.52874 -0.18747 -0.07 0.24 -0.01
H -3.73478 -1.24635 0.49524 0.04 0.09 -0.06
C -4.02996 0.79794 -0.03220 0.05 -0.65 -0.03
O -5.12232 0.84260 0.46464 -0.12 0.07 0.06
O -3.42056 1.88564 -0.47568 0.25 0.55 -0.18
H -2.54090 1.71724 -0.91497 -0.24 -0.14 0.13
H -3.43685 -0.87905 -1.21136 -0.05 -0.03 0.00
H -1.65249 0.40351 0.85861 0.05 -0.13 -0.26
H 0.14461 -0.66203 -2.60491 -0.14 0.13 0.12
H 0.90537 -2.45061 -1.04160 -0.20 -0.05 -0.13
H -0.33016 -2.99342 -2.19529 0.01 0.02 0.10
H -2.07664 -2.91450 -0.59432 0.06 -0.10 -0.03
H -0.71542 -3.56332 0.32971 -0.05 -0.04 -0.05
H 0.00121 -2.35897 2.20567 0.03 0.07 0.05
H -0.57413 -0.70517 2.47868 0.03 -0.12 0.04
H 2.05254 -2.76311 1.08324 -0.03 -0.12 0.02
H 4.12438 -1.93244 0.02414 0.11 -0.09 -0.03
H 4.08452 2.19351 -1.64042 0.02 -0.01 0.04
H 4.84980 2.42629 -0.04135 -0.02 -0.02 -0.04
```
Forces are in eV/Å.

Results
LUMO energy   0.5 eV
Structure (SMILES)   COc1ccc(CN2CCNC(=O)[C@H]2CC(=O)O)c(OC)c1
Relative energy (zero: lowest compared OMol25 entry of this formula, charge and spin)   21.0 kcal/mol


Values for total energy, eV, ordered as above
-60866.4144, -59938.9532, -27881.9413, -27049.0587, -27049.7026, -29097.5823